(1)
{"formula": "C47H41BGeN10NiPS3", "method": "ωB97M-V with the def2-TZVPD basis set", "gap_ev": [4.58, 5.33], "homo_ev": [-0.39, -1.14], "relative_energy_kj_mol": 34.46, "charge": -2, "spin_multiplicity": 4, "elements": ["Ni", "C", "C", "N", "N", "C", "B", "N", "C", "C", "C", "N", "N", "C", "C", "C", "N", "N", "C", "C", "C", "N", "H", "H", "H", "H", "H", "H", "H", "H", "H", "H", "H", "H", "S", "C", "N", "C", "C", "C", "N", "H", "H", "H", "H", "S", "P", "S", "C", "C", "C", "C", "C", "C", "C", "C", "C", "C", "C", "C", "H", "H", "H", "H", "H", "H", "H", "H", "H", "H", "C", "Ge", "C", "C", "C", "C", "C", "C", "C", "C", "C", "C", "C", "C", "C", "C", "C", "C", "C", "C", "H", "H", "H", "H", "H", "H", "H", "H", "H", "H", "H", "H", "H", "H", "H"], "xyz": [[-0.08628, 1.34729, 0.28500], [-3.65525, 3.09575, 1.93598], [-2.48752, 2.33419, 2.14156], [-1.71940, 2.35295, 1.06596], [-2.36137, 3.11921, 0.14857], [-3.53281, 3.57121, 0.64903], [-1.84864, 3.26294, -1.31286], [-0.34461, 3.67715, -1.33464], [0.26626, 4.46786, -2.24626], [1.56808, 4.65431, -1.84008], [1.66921, 3.92235, -0.63903], [0.52614, 3.31971, -0.34941], [-2.01110, 1.85876, -1.98798], [-2.58823, 1.37943, -3.11734], [-2.47487, 0.00693, -3.11128], [-1.78780, -0.27660, -1.91786], [-1.50397, 0.83502, -1.26105], [-2.68707, 4.38477, -1.97980], [-3.70099, 4.35002, -2.88114], [-4.13578, 5.63639, -3.09151], [-3.31399, 6.41226, -2.24527], [-2.45260, 5.66032, -1.57789], [-4.46395, 3.26128, 2.62935], [-2.18485, 1.78817, 3.02020], [-4.19254, 4.19393, 0.06264], [-0.26224, 4.83904, -3.11324], [2.33653, 5.23513, -2.32887], [2.52599, 3.80216, 0.00642], [-3.02262, 2.02537, -3.85941], [-2.81922, -0.68236, -3.86585], [-1.49842, -1.22715, -1.49095], [-4.06207, 3.42630, -3.29886], [-4.92559, 5.96491, -3.75148], [-3.31671, 7.48526, -2.09726], [3.00976, 0.97279, 0.56070], [3.75949, -0.31088, 1.51274], [2.97551, -1.41227, 1.80067], [3.48483, -2.35777, 2.71077], [4.77840, -2.24332, 3.12933], [5.54181, -1.16015, 2.70092], [4.98684, -0.16405, 1.89823], [1.97456, -1.21471, 1.86316], [2.78698, -3.10372, 3.06080], [5.19305, -2.97987, 3.80723], [6.55921, -0.99978, 3.03360], [0.70478, -2.36484, 4.63775], [-0.70136, -1.41493, 3.60907], [-0.24559, -0.62204, 1.81774], [-1.34036, -0.13158, 4.76191], [-0.49268, 0.95076, 5.00224], [-0.82419, 1.91299, 5.94307], [-2.01710, 1.81529, 6.65269], [-2.86350, 0.74039, 6.42449], [-2.51885, -0.23982, 5.49398], [-2.15669, -2.50317, 3.33246], [-3.33621, -1.96623, 2.82030], [-4.45804, -2.76670, 2.64617], [-4.40365, -4.12225, 2.95303], [-3.21387, -4.67386, 3.40307], [-2.09379, -3.86441, 3.59472], [0.42551, 1.03020, 4.43063], [-0.15755, 2.74814, 6.11965], [-2.28387, 2.57495, 7.38035], [-3.79606, 0.65932, 6.97122], [-3.17213, -1.08978, 5.34468], [-3.36878, -0.91354, 2.55525], [-5.37853, -2.33345, 2.27186], [-5.28347, -4.74384, 2.83188], [-3.15550, -5.73590, 3.61741], [-1.16081, -4.27316, 3.96768], [1.55305, 0.40176, -0.23777], [1.89070, -1.07011, -1.42798], [1.27785, -0.43529, -3.21584], [1.24040, -1.27743, -4.33466], [0.90816, -0.78745, -5.59584], [0.61826, 0.56457, -5.76089], [0.67922, 1.41948, -4.66461], [1.01223, 0.92264, -3.40740], [1.11305, -2.87062, -1.20654], [-0.01134, -3.26840, -1.93449], [-0.58401, -4.52298, -1.75032], [-0.04493, -5.40557, -0.82285], [1.07836, -5.03110, -0.09518], [1.65069, -3.77855, -0.28825], [3.79835, -1.33735, -1.91796], [4.45135, -2.57062, -1.93511], [5.74274, -2.69764, -2.44698], [6.40473, -1.58590, -2.95122], [5.77547, -0.34295, -2.92552], [4.48903, -0.22369, -2.41278], [1.48089, -2.33190, -4.21702], [0.88797, -1.45443, -6.45225], [0.35475, 0.94846, -6.74178], [0.46321, 2.47750, -4.78677], [1.06036, 1.59097, -2.54869], [-0.44433, -2.58997, -2.66330], [-1.45273, -4.81155, -2.33106], [-0.50393, -6.37361, -0.66038], [1.50730, -5.71436, 0.62959], [2.52468, -3.50186, 0.28986], [3.94447, -3.45342, -1.55563], [6.22891, -3.66905, -2.45878], [7.40451, -1.68497, -3.36216], [6.28671, 0.53297, -3.31517], [4.00400, 0.74934, -2.40116]], "mulliken_charge": [-0.898, -1.511, -0.241, -0.632, 1.152, 0.006, 0.353, 1.225, -0.024, -1.355, -0.447, -0.434, 0.624, 0.070, -1.853, -0.883, 0.162, 0.676, -0.384, -0.892, -0.455, -1.014, 0.415, 0.520, 0.342, 0.504, 0.400, 0.476, 0.476, 0.407, 1.118, 0.467, 0.405, 0.433, -0.525, 0.881, 0.996, -0.255, -0.745, -0.710, -0.730, -0.957, 0.582, 0.344, 0.394, -0.600, 1.354, -0.424, -0.161, -0.481, -0.572, -0.416, -0.705, -0.067, -0.232, -0.119, -0.718, -0.430, -0.541, -0.450, 0.354, 0.369, 0.347, 0.365, 0.380, 0.409, 0.406, 0.353, 0.379, 0.319, 0.468, 1.938, 0.036, -0.588, -0.841, -0.513, -0.561, -0.184, 0.518, -0.199, -0.865, -0.594, -0.860, -0.255, 0.395, -0.338, -0.726, -0.392, -0.837, -0.265, 0.331, 0.365, 0.364, 0.389, 0.094, 0.390, 0.410, 0.352, 0.410, 0.274, 0.260, 0.363, 0.338, 0.367, 0.353]}



(2)
{"formula": "C2H9NO3", "method": "ωB97M-V with the def2-TZVPD basis set", "gap_ev": 8.97, "homo_ev": -8.45, "relative_energy_kj_mol": 541.07, "spin_multiplicity": 1, "elements": ["C", "O", "O", "O", "H", "H", "H", "H", "C", "N", "H", "H", "H", "H", "H"], "xyz": [[0.51563, -0.06552, -1.04746], [0.00113, -1.31627, -1.36249], [1.92133, -0.08179, -0.86699], [0.30343, 0.78037, -2.13880], [0.30942, -1.55186, -2.25292], [2.12844, -0.51694, -0.03039], [1.03283, 1.41079, -2.18212], [-0.86514, 0.79447, -0.26304], [-1.02153, 0.32809, 1.92449], [-0.03389, -0.47378, 1.54986], [0.24385, -0.14396, 0.39805], [-0.35276, -1.43114, 1.41115], [-2.00854, -0.05114, 2.17671], [-0.76118, 1.30169, 2.32389], [-1.41301, 1.01698, 0.36007]], "nbo_charge": [0.538, -0.744, -0.750, -0.729, 0.474, 0.484, 0.489, 0.069, -0.080, -0.747, 0.288, 0.373, 0.190, 0.187, -0.042]}



(3)
{"formula": "C44H41Br2N2NbOP2", "method": "ωB97M-V with the def2-TZVPD basis set", "gap_ev": [5.18, 5.18], "homo_ev": [-12.43, -12.43], "charge": 2, "spin_multiplicity": 1, "elements": ["Nb", "C", "P", "C", "C", "C", "C", "C", "C", "C", "C", "C", "C", "C", "C", "C", "C", "C", "C", "C", "P", "C", "C", "C", "C", "C", "C", "C", "C", "C", "C", "C", "C", "N", "H", "H", "H", "H", "H", "H", "H", "H", "H", "H", "H", "H", "H", "H", "H", "H", "H", "H", "H", "H", "H", "H", "H", "H", "H", "H", "C", "C", "C", "C", "C", "C", "Br", "C", "C", "Br", "C", "O", "C", "N", "H", "H", "H", "H", "H", "H", "C", "C", "C", "C", "H", "H", "H", "H", "H", "H", "H", "H", "H"], "xyz": [[-0.31403, 0.10313, 0.17205], [-2.81952, 2.27500, 0.74500], [-2.29286, 1.72463, -1.04915], [-3.88194, 1.28477, -1.55872], [-4.26484, -0.08088, -1.72905], [-5.55535, -0.40538, -2.11932], [-6.46429, 0.61190, -2.36069], [-6.16885, 1.93431, -2.16063], [-4.89871, 2.30269, -1.73178], [-1.99077, 3.17331, -2.11076], [-2.48687, 3.38994, -3.42401], [-2.22334, 4.61341, -4.03280], [-1.39890, 5.55115, -3.47285], [-0.64453, 5.27442, -2.30093], [-0.94587, 4.07656, -1.65770], [-1.68157, 2.52758, 1.58148], [-1.35804, 3.65294, 2.40384], [-0.16793, 3.43981, 3.08231], [0.36336, 2.23051, 2.48544], [1.45902, 1.35379, 3.10027], [1.63046, -0.25815, 2.06503], [1.55654, -1.33144, 3.56301], [0.53176, -2.24725, 3.69442], [0.34332, -2.98407, 4.81670], [1.24682, -2.89016, 5.84105], [2.20504, -1.88534, 5.78013], [2.48279, -1.21472, 4.54900], [3.35483, -0.16453, 1.63418], [4.19243, -1.32613, 1.68875], [5.55469, -1.22079, 1.41498], [6.03618, -0.00302, 1.02384], [5.17077, 1.01324, 0.66891], [3.80902, 0.95237, 0.96685], [-0.55351, 1.73214, 1.56719], [-3.51889, 1.48750, 1.12414], [-3.34632, 3.23127, 0.56521], [-3.45721, -0.81136, -1.68217], [-5.77275, -1.47835, -2.23405], [-7.45992, 0.36537, -2.74337], [-7.00948, 2.66369, -2.35094], [-4.50572, 3.31591, -1.64434], [-3.05911, 2.64437, -3.98513], [-2.66703, 4.87232, -5.01860], [-1.18413, 6.51822, -3.99210], [0.06190, 5.92666, -1.81625], [-0.52848, 3.82764, -0.69294], [-1.93781, 4.58869, 2.50694], [0.30329, 4.13336, 3.80479], [1.17484, 1.14727, 4.10410], [2.38473, 1.90929, 3.17159], [-0.27879, -2.22043, 2.99669], [-0.49052, -3.71664, 4.86836], [1.04017, -3.47607, 6.75885], [2.75344, -1.61155, 6.70942], [3.36718, -0.67287, 4.40274], [3.71844, -2.26157, 1.99696], [6.24971, -2.04343, 1.49587], [7.10006, 0.18253, 0.92018], [5.53912, 1.86426, 0.15223], [3.16883, 1.79136, 0.75567], [2.92307, -1.83003, -1.65359], [2.00076, -2.60474, -0.79024], [2.44009, -3.93935, -0.50487], [1.54600, -4.88354, -0.06051], [0.21874, -4.44886, 0.28750], [-0.72708, -5.27687, 0.87629], [-0.16240, -7.05195, 1.29745], [-2.02737, -4.90524, 1.17149], [-2.30687, -3.54201, 1.00752], [-4.06141, -2.94044, 1.29200], [-1.35276, -2.64773, 0.45023], [-1.53170, -1.31345, 0.35566], [-0.05776, -3.04667, 0.16602], [0.84621, -2.13041, -0.33091], [3.92302, -2.21942, -1.65474], [2.93008, -0.81548, -1.25137], [2.57022, -1.79849, -2.69993], [3.39760, -4.15420, -0.86806], [1.78123, -5.97894, 0.03136], [-2.72421, -5.67361, 1.50754], [0.18337, -1.21844, -3.37771], [0.33875, 0.26181, -3.03082], [1.24978, 0.88186, -4.12318], [0.68802, 0.72112, -1.58934], [-0.12743, -1.17324, -4.45382], [-0.60729, -1.74416, -2.81579], [1.09985, -1.80227, -3.30433], [-0.67483, 0.66127, -3.21553], [2.28812, 0.75322, -3.73919], [0.96461, 1.95999, -4.20012], [1.13549, 0.45573, -5.10055], [0.70311, 1.83457, -1.56829], [1.66212, 0.22682, -1.42005]], "mulliken_charge": [-1.564, -0.770, 1.925, 0.245, -0.293, -0.673, -0.426, -0.852, -0.416, 0.606, -0.419, -0.546, -0.521, -0.809, -0.604, -0.053, -0.965, -0.941, 0.215, -1.411, 3.006, 0.249, -0.533, -0.452, -0.586, -0.702, -0.449, 0.400, -0.493, -0.846, -0.693, -0.698, -0.878, 0.893, 0.436, 0.466, 0.224, 0.444, 0.388, 0.347, 0.494, 0.532, 0.396, 0.359, 0.496, 0.168, 0.432, 0.447, 0.570, 0.492, 0.195, 0.394, 0.372, 0.364, 0.600, 0.615, 0.502, 0.438, 0.518, 0.527, -1.198, 0.516, -1.658, -1.320, 0.359, 0.353, -0.156, -0.497, 0.057, -0.098, 0.245, -0.518, -0.368, 1.823, 0.649, 0.079, 0.273, 0.784, 0.320, 0.476, -1.382, 1.666, -1.589, 0.214, 0.651, 0.021, 0.123, -0.364, 0.321, 0.367, 0.482, 0.863, -0.655]}



For reference, molecular weight by record: 1015.205; 95.098; 928.487 g mol⁻¹.